# 1
{
  "formula": "C6H5CoNO6",
  "method": "ωB97M-V/def2-TZVPD",
  "total_energy_ha": -2119.85411,
  "e_above_lowest_kcal_mol": 22.9,
  "e_lumo_ev": [-9.720, -12.197],
  "homo_lumo_gap_ev": [8.46, 5.98],
  "multiplicity": 4,
  "charge": 2,
  "homo_energy_ev": [-18.2, -18.2],
  "species": ["O", "C", "Co", "O", "C", "C", "O", "C", "O", "N", "C", "C", "O", "O", "H", "H", "H", "H", "H"],
  "xyz": [[-0.9610, 1.5652, 2.1661], [-0.6723, 1.3048, 1.0726], [-0.3898, 0.9409, -0.6338], [3.2559, -2.7044, 2.4727], [3.0021, -1.7917, 1.8331], [0.1043, 2.3630, -1.4925], [0.4724, 3.3119, -2.0471], [-0.1547, -0.5136, -1.6116], [-0.1458, -1.4405, -2.3130], [-3.3801, -3.1786, 1.4440], [-3.7396, -1.9368, 0.7119], [-2.3786, -1.2697, 0.4967], [-2.4427, -0.1538, -0.1003], [-1.3688, -1.8671, 0.9567], [-3.5320, -3.9995, 0.8581], [-3.9506, -3.2830, 2.2823], [-2.3424, -3.0486, 1.6401], [-4.2198, -2.1678, -0.2380], [-4.3945, -1.3065, 1.3163]],
  "lowdin_charge": [0.28, 0.00, 0.71, 0.02, -0.01, 0.00, 0.30, 0.01, 0.28, 0.19, -0.02, -0.59, -0.01, 0.02, 0.18, 0.18, 0.15, 0.15, 0.16]
}

---

# 2
{
  "formula": "C6H5F2NO2",
  "method": "ωB97M-V/def2-TZVPD",
  "total_energy_ha": -636.48494,
  "e_above_lowest_kcal_mol": 2.2,
  "smiles": "COC(=C=O)CC(F)(F)C#N",
  "e_lumo_ev": 0.272,
  "homo_lumo_gap_ev": 9.48,
  "multiplicity": 1,
  "homo_energy_ev": -9.2,
  "species": ["C", "O", "C", "C", "O", "C", "C", "F", "F", "C", "N", "H", "H", "H", "H", "H"],
  "xyz": [[1.1774, 1.0205, 1.7792], [0.3863, -0.1417, 1.4123], [0.5717, -0.7603, 0.2083], [1.1472, -1.9166, 0.0094], [1.5099, -2.9727, -0.2411], [0.0805, 0.0137, -1.0383], [-1.3680, 0.4756, -1.0823], [-1.6758, 1.6158, -0.3622], [-1.7278, 0.8758, -2.3304], [-2.2530, -0.6038, -0.5727], [-2.9175, -1.3948, -0.0998], [2.0179, 1.2397, 0.9868], [1.8252, 0.7856, 2.6509], [0.4380, 1.7053, 1.8977], [0.7855, 0.8640, -1.3234], [0.0025, -0.8062, -1.8944]],
  "lowdin_charge": [-0.03, -0.12, -0.32, -0.11, 0.22, -0.02, -0.52, 0.08, 0.09, -0.10, 0.21, 0.13, 0.09, 0.05, 0.15, 0.18]
}

---

# 3
{
  "formula": "C6H5F3IP",
  "method": "ωB97M-V/def2-TZVPD",
  "total_energy_ha": -1170.09044,
  "e_above_lowest_kcal_mol": 32.6,
  "e_lumo_ev": [-1.335, -1.341],
  "homo_lumo_gap_ev": [7.32, 7.23],
  "multiplicity": 1,
  "homo_energy_ev": [-8.7, -8.6],
  "species": ["C", "C", "C", "C", "C", "C", "F", "F", "F", "P", "I", "H", "H", "H", "H", "H"],
  "xyz": [[1.1411, 0.6977, -0.7086], [0.9256, -0.0453, 1.4574], [1.8462, 0.3206, 0.3604], [-0.3642, 0.3362, 1.0731], [-0.3184, 0.8734, -0.3380], [-1.4145, 0.1432, -1.1960], [-1.9831, 0.6936, -2.2691], [-0.7918, -0.9137, -1.6926], [-2.4778, -0.2603, -0.4440], [-0.3453, -3.4089, 0.8165], [3.9014, 0.5788, 0.5991], [1.4508, 0.9944, -1.6811], [1.2890, -0.4916, 2.4885], [-1.1902, -2.0163, 0.3750], [-1.2769, 0.4053, 1.5616], [-0.3917, 2.0930, -0.4021]],
  "lowdin_charge": [-0.14, -0.13, -0.77, -0.08, -0.19, -0.60, 0.15, 0.11, 0.09, 0.37, 0.85, 0.11, 0.14, -0.20, 0.09, 0.22]
}

---

# 4
{
  "formula": "C6H5FN2",
  "method": "ωB97M-V/def2-TZVPD",
  "total_energy_ha": -440.78689,
  "e_above_lowest_kcal_mol": 83.1,
  "e_lumo_ev": [-1.397, -1.532],
  "homo_lumo_gap_ev": [7.51, 7.40],
  "multiplicity": 1,
  "homo_energy_ev": [-8.9, -8.9],
  "species": ["C", "C", "C", "C", "C", "C", "N", "N", "F", "H", "H", "H", "H", "H"],
  "xyz": [[2.7100, -0.9056, 1.0329], [0.4668, -2.3321, -1.6816], [0.4809, 2.1338, 1.0666], [1.1650, -1.8155, -0.7308], [1.7289, -1.1071, 0.1019], [1.6542, 1.0571, -0.7464], [3.4856, -0.4906, 1.7789], [1.1192, 2.0925, -0.2864], [2.2377, 1.0579, -1.9193], [-0.5734, -2.8595, -1.5187], [0.8571, -2.5986, -2.6866], [0.8444, 1.2789, 1.5699], [-0.5636, 2.1260, 0.7890], [0.7369, 3.0600, 1.4077]],
  "lowdin_charge": [-0.27, 0.02, -0.05, -0.15, -0.06, -0.18, 0.16, 0.05, 0.10, 0.11, 0.08, 0.06, 0.08, 0.05]
}

---

# 5
{
  "formula": "C6H5I2N3",
  "method": "ωB97M-V/def2-TZVPD",
  "total_energy_ha": -991.09474,
  "e_above_lowest_kcal_mol": 32.1,
  "e_lumo_ev": [-1.393, -0.696],
  "homo_lumo_gap_ev": [5.34, 7.49],
  "multiplicity": 1,
  "homo_energy_ev": [-6.7, -8.2],
  "species": ["C", "C", "C", "C", "C", "C", "N", "N", "N", "I", "I", "H", "H", "H", "H", "H"],
  "xyz": [[-1.0991, -1.6555, 1.3212], [0.2932, -2.0108, 1.0593], [-1.6219, -0.6701, 0.5139], [1.0156, -1.5277, 0.0476], [-0.8379, 0.0358, -0.4280], [0.4697, -0.3815, -0.6248], [1.2099, 0.3161, -1.4790], [1.7210, 1.2471, -1.8525], [0.4568, 2.7963, -0.4517], [1.5942, 4.1008, 0.5599], [-0.5536, 3.6535, -2.1059], [-1.7451, -2.1061, 2.0387], [0.7135, -2.8832, 1.6678], [-2.5096, -0.0396, 0.6411], [1.9728, -1.9438, -0.0948], [-1.0797, 1.0687, -0.8128]],
  "lowdin_charge": [-0.04, -0.08, -0.08, -0.02, -0.03, -0.27, -0.01, 0.22, -1.19, 0.53, 0.48, 0.09, 0.13, 0.11, 0.10, 0.05]
}

---

# 6
{
  "formula": "C6H5I2O3S",
  "method": "ωB97M-V/def2-TZVPD",
  "total_energy_ha": -1450.90945,
  "e_lumo_ev": 2.538,
  "homo_lumo_gap_ev": 7.89,
  "multiplicity": 1,
  "charge": -1,
  "homo_energy_ev": -5.4,
  "species": ["C", "C", "C", "C", "C", "C", "O", "O", "O", "S", "I", "I", "H", "H", "H", "H", "H"],
  "xyz": [[1.7558, 0.4534, -0.2493], [1.8100, -0.9934, -0.2430], [0.7056, 1.2337, -0.5146], [0.8361, -1.8103, 0.1705], [-0.5168, 0.8557, -1.2160], [-1.5824, 0.5923, -0.4984], [-2.9408, 1.0600, 1.6552], [-1.3759, -0.7754, 1.7418], [-0.5024, 1.4498, 1.8495], [-1.6185, 0.5779, 1.3635], [0.9876, -3.8825, -0.2718], [-3.4626, -0.0515, -1.1454], [2.7818, 0.7823, 0.0848], [2.7045, -1.3044, -0.6691], [1.0242, 2.3301, -0.3790], [-0.6190, 0.8658, -2.2450], [0.0128, -1.3834, 0.5663]],
  "lowdin_charge": [-0.14, -0.26, -0.14, -0.55, -0.20, -0.76, -0.43, -0.36, -0.37, 0.31, 0.70, 0.86, 0.12, 0.06, 0.14, 0.08, -0.05]
}